Entry from the OMol25 dataset: CHCl2N2O2 as an isolated structure (ωB97M-V/def2-TZVPD).

Summary:
E in eV: -33169.7001
Maximum force in eV Å⁻¹: 6.7

ORCA input file:
```
! wB97M-V def2-TZVPD RIJCOSX def2/J DEFGRID3
* xyz -1 1
Cl 1.8291 -0.2601 1.3658
Cl 2.1385 -0.0917 -1.4405
O -1.4251 1.0716 -0.1966
O -2.4899 -0.7896 0.4311
N -1.4594 -0.1746 0.0577
N -0.4306 -0.9380 -0.0530
C 1.1514 0.1328 -0.1769
H 0.6860 1.0496 0.0123
*
```